{
  "formula": "C33H31F6IrP3S2Sb",
  "method": "ωB97M-V/def2-TZVPD",
  "multiplicity": 5,
  "relative_energy_kj_mol": 111.7,
  "charge": 2,
  "homo_energy_ev": [-13.835, -14.412],
  "max_force_ev_per_a": 1.01,
  "symbols": ["Ir", "S", "P", "C", "P", "S", "C", "C", "C", "C", "C", "C", "C", "C", "C", "C", "C", "C", "C", "C", "C", "C", "C", "C", "C", "C", "C", "C", "C", "C", "H", "H", "H", "H", "H", "H", "H", "H", "H", "H", "H", "H", "H", "H", "H", "H", "H", "H", "H", "H", "F", "Sb", "F", "F", "F", "F", "F", "C", "P", "C", "C", "C", "C", "C", "C", "C", "H", "H", "H", "H", "H", "H", "H", "H", "H", "H", "H"],
  "xyz": [[-0.48815, 0.24456, 0.05869], [0.21880, 1.52079, -2.31095], [1.87696, 0.39579, -1.97728], [1.01967, -0.64490, -0.88027], [0.37409, -2.25097, -1.18878], [-1.52129, -1.70280, -0.50392], [0.28057, -2.81054, -2.86224], [1.17492, -3.77896, -3.33448], [1.09352, -4.18833, -4.65659], [0.13085, -3.64320, -5.49762], [-0.75347, -2.67455, -5.03391], [-0.67918, -2.25064, -3.71757], [1.13677, -3.43694, -0.14529], [0.61088, -4.73462, -0.09552], [1.20964, -5.67206, 0.72658], [2.32626, -5.32059, 1.48088], [2.84718, -4.03501, 1.42901], [2.25013, -3.08210, 0.61798], [3.24424, 1.11888, -1.08317], [4.19163, 1.87055, -1.78352], [5.26008, 2.44031, -1.10746], [5.40408, 2.24235, 0.26108], [4.47780, 1.47845, 0.96161], [3.39645, 0.92161, 0.29428], [2.52010, -0.33227, -3.44717], [1.90640, -0.11846, -4.67960], [2.47547, -0.66524, -5.82261], [3.63059, -1.42915, -5.72709], [4.23330, -1.65778, -4.49218], [3.68675, -1.10422, -3.34845], [1.92100, -4.21178, -2.67897], [1.77371, -4.94348, -5.02901], [0.06410, -3.98112, -6.52474], [-1.50217, -2.25962, -5.69665], [-1.36920, -1.49636, -3.35859], [-0.25900, -5.00858, -0.68236], [0.80884, -6.67587, 0.78345], [2.79143, -6.05950, 2.12064], [3.71072, -3.77396, 2.02663], [2.64023, -2.07021, 0.58913], [4.09492, 2.01867, -2.85275], [5.98949, 3.02802, -1.65065], [6.25022, 2.67414, 0.78202], [4.60553, 1.30880, 2.02442], [2.69020, 0.31561, 0.84943], [0.99790, 0.46821, -4.75184], [2.01670, -0.49409, -6.78724], [4.07108, -1.84973, -6.62307], [5.13475, -2.25349, -4.42838], [4.17076, -1.26088, -2.39043], [-2.15090, 0.59980, 1.35129], [-1.98156, -0.51229, 3.07142], [-0.24541, -0.63158, 2.21912], [-1.25153, 0.88218, 4.01240], [-1.49489, -1.72995, 4.35905], [-3.66957, 0.06847, 3.49959], [-2.62779, -1.87083, 1.98940], [-1.88002, 3.32902, -0.62687], [-0.47946, 2.71734, 0.32881], [0.95221, 3.70034, -0.15805], [-0.76746, 3.18402, 2.01206], [-2.05962, 3.47985, 2.45899], [-2.23835, 3.98831, 3.73148], [-1.14242, 4.18629, 4.56087], [0.13962, 3.87046, 4.13067], [0.33079, 3.36017, 2.86053], [-2.75862, 2.70128, -0.47162], [-1.63247, 3.34587, -1.68530], [-2.09531, 4.34366, -0.28954], [0.67470, 4.73671, 0.04793], [1.17191, 3.56556, -1.21219], [1.82906, 3.44403, 0.42797], [-2.92120, 3.32697, 1.82068], [-3.23451, 4.23215, 4.07686], [-1.28997, 4.58503, 5.55675], [0.98716, 4.02187, 4.78692], [1.33507, 3.11209, 2.53382]],
  "forces_ev_per_a": [[0.27, -0.51, -0.01], [0.03, -0.06, -0.67], [0.18, 0.29, 0.19], [-0.39, -0.36, 0.17], [-0.05, 0.08, -0.07], [0.09, 0.26, -0.18], [-0.06, -0.05, -0.36], [-0.05, 0.08, -0.01], [0.00, 0.03, 0.02], [-0.01, 0.00, 0.00], [0.05, -0.01, 0.08], [0.06, -0.09, -0.03], [0.13, -0.36, 0.15], [0.07, 0.02, 0.07], [0.02, 0.03, 0.00], [-0.01, -0.04, 0.01], [-0.03, 0.03, -0.02], [-0.03, -0.04, 0.08], [0.17, 0.17, 0.17], [-0.08, 0.13, 0.00], [-0.01, -0.04, -0.01], [0.00, 0.00, 0.00], [0.00, 0.02, -0.05], [-0.06, -0.02, -0.05], [0.24, -0.14, -0.30], [0.09, -0.13, -0.08], [-0.03, -0.02, 0.06], [0.01, -0.02, 0.02], [-0.06, 0.01, -0.02], [-0.03, 0.05, -0.09], [-0.04, 0.01, 0.01], [-0.02, 0.02, 0.02], [0.00, 0.01, 0.04], [0.02, -0.01, 0.04], [0.00, -0.01, 0.04], [0.02, 0.02, -0.01], [0.02, 0.04, 0.00], [-0.01, 0.01, -0.01], [-0.02, -0.01, -0.03], [-0.01, -0.06, -0.02], [0.00, -0.02, -0.01], [-0.04, -0.03, 0.02], [-0.05, -0.01, -0.03], [-0.03, 0.00, -0.07], [-0.08, 0.01, 0.00], [0.05, 0.00, 0.01], [0.00, 0.01, 0.01], [-0.02, 0.02, 0.04], [-0.03, 0.02, 0.00], [-0.01, 0.04, -0.01], [-0.45, 0.36, 0.07], [-0.01, -0.08, -0.03], [0.64, -0.27, -0.05], [0.36, 0.88, 0.32], [-0.02, -0.32, 0.39], [-0.56, 0.06, 0.14], [-0.22, -0.43, -0.29], [-0.12, -0.04, 0.00], [-0.02, 0.19, -0.16], [0.06, 0.22, -0.04], [-0.04, -0.02, 0.21], [-0.02, -0.03, 0.05], [-0.08, -0.01, -0.01], [-0.01, 0.02, 0.12], [0.05, -0.05, 0.00], [0.04, -0.03, 0.10], [0.03, 0.04, 0.00], [-0.03, 0.02, -0.01], [-0.02, 0.01, -0.03], [0.10, 0.01, 0.01], [-0.01, 0.13, 0.09], [0.09, -0.03, 0.05], [0.05, 0.00, 0.04], [0.03, -0.01, 0.00], [0.00, -0.01, -0.04], [-0.04, -0.01, -0.03], [-0.07, 0.01, 0.02]]
}

***

{
  "formula": "C33H31N2O3",
  "method": "ωB97M-V/def2-TZVPD",
  "relative_energy_kj_mol": 188.7,
  "charge": 1,
  "homo_energy_ev": -9.452,
  "max_force_ev_per_a": 1.31,
  "symbols": ["H", "C", "H", "C", "C", "N", "C", "C", "C", "C", "O", "C", "C", "C", "C", "C", "C", "N", "O", "H", "H", "H", "H", "H", "H", "H", "H", "H", "H", "H", "H", "C", "C", "C", "C", "C", "C", "C", "C", "C", "C", "O", "C", "C", "C", "C", "C", "C", "C", "C", "C", "C", "H", "H", "H", "H", "H", "H", "H", "H", "H", "H", "H", "H", "H", "H", "H", "H", "H"],
  "xyz": [[0.04519, -2.54351, -0.94800], [0.94565, -3.22430, -0.93735], [0.58113, -4.26840, -0.97359], [1.80606, -3.00308, -2.13414], [2.99753, -2.37343, -2.04562], [3.59651, -2.12857, -0.83479], [4.72263, -1.23174, -0.78486], [5.98653, -1.69991, -0.40395], [7.07097, -0.83742, -0.43517], [6.86594, 0.54322, -0.71862], [7.95412, 1.35580, -0.66299], [7.81049, 2.78690, -0.89856], [5.56884, 1.02116, -1.04075], [4.52344, 0.11110, -1.12747], [3.00444, -2.58275, 0.33000], [1.73317, -3.04018, 0.33323], [1.16656, -3.31959, 1.68056], [-0.13566, -3.79315, 1.70411], [1.79985, -3.09773, 2.70911], [1.46914, -3.34191, -3.11056], [3.56801, -2.03324, -2.91194], [6.11663, -2.75073, -0.13744], [8.08330, -1.18397, -0.22827], [8.82964, 3.16627, -0.80092], [7.42482, 2.99740, -1.90699], [7.15897, 3.25900, -0.14821], [5.38808, 2.08289, -1.23281], [3.52738, 0.44256, -1.42904], [3.60074, -2.39906, 1.22985], [-0.49643, -4.31574, 0.91598], [-0.43658, -4.12710, 2.60997], [-2.24154, 2.11266, -6.09925], [-2.29843, 1.43403, -4.76074], [-1.98968, 0.06602, -4.66980], [-1.96033, -0.57821, -3.44534], [-2.23947, 0.11882, -2.22429], [-2.06854, -0.59066, -1.00158], [-2.13967, -0.07150, 0.32627], [-1.97200, 1.30129, 0.67390], [-2.24493, 1.74876, 1.95840], [-2.48817, 0.80548, 2.96474], [-2.65972, 1.23454, 4.28110], [-3.97136, 1.54166, 4.67798], [-4.64433, 0.61875, 5.48543], [-5.97920, 0.86489, 5.80574], [-6.59671, 2.04386, 5.37897], [-5.89122, 2.97624, 4.61322], [-4.56757, 2.72803, 4.24247], [-2.54136, -0.56867, 2.69558], [-2.41341, -0.98482, 1.38806], [-2.73114, 1.46140, -2.36067], [-2.65526, 2.12146, -3.58583], [-2.31269, 3.20264, -6.01431], [-1.30718, 1.86618, -6.62172], [-3.05194, 1.77579, -6.76147], [-1.74009, -0.47641, -5.58748], [-1.72817, -1.64544, -3.39530], [-1.98017, -1.67802, -1.08571], [-1.65816, 2.00980, -0.09181], [-2.27021, 2.81057, 2.21795], [-4.12066, -0.28087, 5.81033], [-6.52145, 0.13766, 6.41144], [-7.62945, 2.25025, 5.66207], [-6.35464, 3.91415, 4.30435], [-3.99177, 3.41863, 3.62299], [-2.71704, -1.26840, 3.51565], [-2.54545, -2.04130, 1.15705], [-3.18683, 1.95475, -1.49650], [-2.86713, 3.19518, -3.65267]],
  "forces_ev_per_a": [[0.53, -0.56, -0.02], [-0.56, -0.44, 0.30], [-0.29, 0.33, 0.01], [0.92, 0.76, -0.53], [-1.00, -0.50, -0.58], [0.65, 0.22, 0.60], [-0.04, 0.15, 0.07], [-0.16, 0.21, -0.41], [-0.11, 1.04, 0.03], [-0.66, 0.01, -0.09], [-0.19, 0.51, -0.10], [0.03, -0.84, 0.11], [0.87, -0.27, 0.01], [0.03, -0.47, 0.35], [-0.19, 0.96, -0.51], [0.54, -0.04, 0.68], [0.73, -0.02, 0.20], [-0.08, 0.00, 0.11], [-0.86, -0.21, -0.57], [-0.05, 0.25, 0.14], [-0.11, -0.39, 0.22], [-0.03, 0.31, -0.13], [-0.29, 0.13, 0.04], [-0.27, 0.01, -0.04], [0.12, -0.17, 0.24], [0.17, -0.24, -0.15], [0.14, -0.48, 0.01], [0.26, -0.10, 0.15], [-0.50, -0.28, -0.24], [0.24, 0.14, 0.13], [0.10, 0.01, -0.09], [0.04, 0.21, -0.14], [0.25, -0.14, 0.19], [0.06, -0.27, 0.15], [0.03, 0.06, 0.09], [-0.31, -0.04, -0.61], [-0.87, 0.73, 0.22], [0.28, -0.15, 0.14], [-0.49, 0.22, -0.04], [0.22, -0.11, -0.30], [-0.55, 0.26, 1.12], [0.46, -0.31, -1.13], [-0.60, -0.10, -0.11], [0.09, 0.32, -0.51], [0.17, 0.18, 0.10], [0.07, 0.05, 0.00], [0.18, -0.04, 0.02], [0.04, -0.52, 0.21], [-0.08, 0.17, -0.10], [0.19, -0.27, -0.06], [0.49, 0.03, -0.02], [-0.14, -0.10, 0.34], [0.00, -0.26, 0.03], [-0.18, 0.04, 0.21], [0.09, 0.00, 0.28], [-0.14, 0.12, 0.41], [0.12, 0.37, -0.02], [0.09, 0.29, 0.01], [-0.06, -0.16, 0.29], [0.34, -0.45, -0.16], [-0.19, 0.25, -0.06], [0.10, 0.27, -0.17], [0.29, -0.09, -0.11], [0.03, -0.32, 0.10], [-0.29, -0.13, 0.28], [0.03, 0.25, -0.34], [0.16, 0.22, 0.02], [0.36, -0.08, -0.39], [-0.22, -0.53, 0.09]]
}

***

{
  "formula": "C33H32BBr2F3O3",
  "method": "ωB97M-V/def2-TZVPD",
  "relative_energy_kj_mol": 0.0,
  "charge": 0,
  "homo_energy_ev": -5.440,
  "max_force_ev_per_a": 4.07,
  "symbols": ["Br", "C", "C", "C", "C", "C", "C", "C", "C", "C", "C", "C", "Br", "C", "C", "C", "C", "H", "H", "H", "H", "H", "H", "H", "H", "H", "H", "H", "C", "C", "C", "C", "C", "B", "C", "C", "C", "C", "C", "F", "F", "F", "C", "C", "O", "C", "C", "C", "C", "C", "C", "O", "O", "H", "H", "H", "H", "H", "H", "H", "H", "H", "H", "H", "H", "H", "H", "H", "H", "H", "H", "H", "H", "H"],
  "xyz": [[-5.39235, 3.51276, -3.35800], [-3.93860, 2.46584, -2.73574], [-4.10270, 1.08143, -2.60182], [-3.10926, 0.34309, -1.96002], [-1.99550, 0.98754, -1.41159], [-1.14705, 0.20508, -0.37108], [0.34831, 0.25065, -0.53308], [1.23151, -0.44610, -1.49650], [2.03958, 0.43645, -2.48046], [3.17609, -0.11266, -3.11105], [4.05489, 0.68459, -3.84877], [3.76101, 2.04409, -4.03572], [4.97944, 3.15541, -4.96777], [2.57519, 2.58483, -3.51334], [1.72428, 1.77179, -2.75015], [-1.76916, 2.34048, -1.66772], [-2.75350, 3.08799, -2.33278], [-5.00817, 0.59690, -2.95310], [-3.21827, -0.73470, -1.84622], [-1.35306, -0.84598, -0.63982], [0.86282, 0.93377, 0.13266], [0.62573, -1.19640, -2.03277], [3.38247, -1.18455, -3.06634], [4.97115, 0.26428, -4.25476], [2.33365, 3.62843, -3.68445], [0.81035, 2.19449, -2.33610], [-0.85074, 2.81889, -1.32100], [-2.61714, 4.15176, -2.49574], [-1.26726, -2.35713, 3.33053], [-1.20484, -1.07112, 2.63902], [-0.41051, 0.04525, 2.91262], [-0.67588, 1.00322, 1.96259], [-1.69487, 0.48276, 0.96553], [2.55720, -1.35422, -0.95411], [-3.03590, 1.22755, 1.12072], [-3.03390, 2.58702, 1.45856], [-4.20076, 3.19566, 1.92220], [-5.34343, 2.42623, 2.08086], [-6.54934, 3.02983, 2.75194], [-7.71158, 2.42445, 2.36194], [-6.48040, 2.90774, 4.12072], [-6.66804, 4.36522, 2.48457], [-5.37930, 1.09672, 1.68624], [-4.22439, 0.50604, 1.17559], [3.15356, -0.84215, 0.16878], [3.97275, -1.91178, 0.68613], [5.41281, -1.59624, 0.28857], [3.86992, -1.86261, 2.19709], [3.39191, -3.21016, -0.04120], [4.42749, -4.21784, -0.49574], [2.28981, -3.91311, 0.75431], [2.77307, -2.67113, -1.24184], [-1.97147, -0.87287, 1.56522], [-0.87769, -2.23814, 4.34654], [-2.29220, -2.73714, 3.37682], [-0.63325, -3.10095, 2.82605], [0.28239, 0.09205, 3.74936], [-0.19969, 1.98132, 1.86971], [-2.10878, 3.16723, 1.40722], [-4.20364, 4.25172, 2.18041], [-6.29026, 0.51113, 1.77949], [-4.26502, -0.54969, 0.89331], [6.10155, -2.30857, 0.76103], [5.55440, -1.62948, -0.79984], [5.66882, -0.58949, 0.64135], [4.54829, -2.59884, 2.64688], [4.17231, -0.86423, 2.54266], [2.85211, -2.06339, 2.55198], [4.93128, -4.66141, 0.37089], [3.93781, -5.02543, -1.05310], [5.18019, -3.76009, -1.14973], [2.69315, -4.40142, 1.65013], [1.49085, -3.21981, 1.05604], [1.83976, -4.69284, 0.12519]],
  "forces_ev_per_a": [[0.15, -0.04, -0.12], [0.38, -0.43, 0.37], [0.24, 0.29, 0.04], [-0.04, 0.66, -0.12], [0.37, -0.16, -0.21], [0.25, -0.75, -3.99], [0.91, 1.34, 2.06], [0.96, -1.35, -0.94], [-0.35, 0.07, -0.59], [-0.01, 0.63, -0.25], [-0.34, 0.44, 0.04], [-0.65, -0.48, 0.59], [-0.05, -0.04, 0.00], [0.36, -0.62, -0.03], [0.49, 0.11, -0.03], [-0.74, -0.11, -0.32], [0.05, -0.30, 0.12], [0.11, 0.11, -0.02], [-0.06, 0.21, 0.10], [-0.60, 0.24, 0.50], [0.01, 0.49, -0.28], [0.15, 0.24, -0.34], [0.01, 0.25, 0.17], [-0.21, 0.06, -0.04], [0.02, -0.12, -0.01], [0.31, -0.14, -0.05], [-0.33, -0.10, 0.05], [-0.06, -0.10, 0.02], [0.07, -0.43, 0.39], [0.27, 1.80, 0.12], [-0.73, -0.99, 0.75], [1.18, -0.19, -1.45], [-0.36, -0.64, 2.59], [-3.32, 1.52, 1.21], [0.38, 0.14, 0.44], [-0.22, -0.07, 0.04], [0.46, -0.13, -0.18], [-0.46, 0.17, 0.12], [-0.53, 0.29, 0.25], [0.86, 0.57, 0.38], [-0.13, 0.13, -1.13], [-0.02, -1.04, 0.27], [0.32, -0.13, -0.28], [-0.45, -0.14, 0.20], [0.25, -0.89, -0.45], [0.45, 0.04, -0.18], [0.20, -0.16, -0.04], [-0.11, -0.30, 0.29], [0.22, 0.05, 0.23], [0.32, -0.13, 0.07], [-0.12, -0.04, 0.01], [0.27, 0.35, 0.39], [0.59, -0.35, -0.15], [-0.10, -0.07, -0.16], [0.16, 0.01, -0.05], [-0.20, 0.04, -0.04], [-0.17, 0.11, -0.31], [-0.24, -0.43, 0.09], [-0.37, -0.20, -0.03], [-0.01, -0.23, 0.02], [0.15, 0.17, 0.01], [0.18, 0.44, 0.11], [-0.06, 0.13, -0.19], [-0.05, 0.06, 0.25], [-0.11, -0.21, -0.10], [-0.15, 0.11, -0.03], [-0.10, -0.28, -0.13], [0.20, 0.11, -0.10], [0.00, 0.05, -0.14], [0.05, 0.19, 0.13], [-0.22, -0.14, 0.20], [-0.04, 0.16, -0.14], [0.25, -0.09, -0.10], [0.11, 0.22, 0.10]]
}

***

Computed values of DFT total energy (unit: Eh) for the preceding records, in sequence: -4039.8629, -1611.0394, -6974.8386.